[1]
Below is a 11-piece molecular cluster, C38H91NO15S4 overall, with properties calculated with ωB97M-V/def2-TZVPD.

As for the SMILES: O=S1(=O)CCCC1.O=S1(=O)CCCC1.O=S1(=O)CCCC1.O=S1(=O)CCCC1.COC[C@H](C)N.CC(C)O.CC(C)O.CC(C)O.CC(C)O.CC(C)O.CC(C)O. The total charge is 0.

Last column: Löwdin charge in e.
Positions of all 149 atoms, in Å:
S (-6.873, 1.269, 6.915)  0.762
S (2.725, -4.553, 4.892)  0.701
S (-2.705, -1.030, -7.487)  0.722
S (1.386, 4.644, 6.420)  0.668
O (-2.207, 7.792, 1.347)  -0.071
O (6.472, -3.963, -7.649)  -0.070
O (2.827, -4.737, 3.479)  -0.339
O (1.136, 5.119, 7.739)  -0.317
O (3.635, -3.595, 5.548)  -0.354
O (-7.654, 2.326, 7.594)  -0.360
O (-0.570, -9.057, -1.568)  -0.028
O (0.453, 5.049, 5.399)  -0.343
O (11.100, -1.163, 0.877)  -0.078
O (-7.185, 1.065, 5.465)  -0.365
O (-2.216, -1.655, -6.290)  -0.338
O (-4.034, -1.414, -8.084)  -0.376
O (-7.643, -4.655, -2.232)  -0.064
O (3.773, 5.410, -4.747)  -0.049
O (0.676, 0.767, -1.460)  -0.221
N (-0.609, -0.881, 0.242)  0.028
C (-1.485, -1.372, -8.848)  -0.209
C (-2.487, 0.784, -7.412)  -0.211
C (3.979, 3.988, 5.748)  -0.184
C (-3.874, 9.164, 0.016)  -0.034
C (-0.804, -0.053, -8.989)  -0.257
C (-5.040, 1.521, 7.347)  -0.192
C (-1.263, 0.390, -0.049)  -0.364
C (2.045, 0.462, -1.175)  -0.101
C (-1.549, -7.381, -0.364)  -0.067
C (-4.496, 7.388, 1.785)  -0.070
C (3.047, 5.292, 5.733)  -0.183
C (9.104, -0.480, -0.118)  -0.060
C (-6.988, -0.331, 7.823)  -0.221
C (-9.303, -3.055, -2.249)  -0.047
C (-5.736, -0.363, 8.652)  -0.282
C (-1.776, 1.095, -8.722)  -0.221
C (0.947, -4.211, 5.307)  -0.219
C (-7.888, -3.375, -2.720)  -0.502
C (1.789, 2.872, 6.299)  -0.232
C (0.723, -4.965, 6.603)  -0.241
C (-3.531, 8.412, 1.334)  -0.491
C (2.819, -6.221, 5.824)  -0.163
C (1.609, 6.318, -5.564)  -0.058
C (2.770, 7.054, -3.345)  -0.046
C (4.183, -3.533, -7.512)  -0.051
C (-4.536, 0.234, 7.962)  -0.229
C (5.607, -3.114, -6.935)  -0.481
C (-1.327, -7.242, -2.879)  -0.049
C (-6.727, -2.499, -2.176)  -0.045
C (1.323, -6.338, 6.301)  -0.226
C (9.378, -0.486, 2.373)  -0.066
C (10.024, -0.216, 1.027)  -0.509
C (2.893, 6.522, -4.781)  -0.516
C (0.009, 1.334, -0.369)  -0.219
C (2.977, 2.810, 5.375)  -0.221
C (5.926, -1.695, -7.309)  -0.068
C (-1.517, -8.087, -1.653)  -0.599
C (-2.149, 0.965, 1.134)  -0.051
H (2.535, 0.243, -2.124)  0.088
H (5.672, -3.370, -5.878)  0.134
H (-6.791, -4.908, -2.597)  0.086
H (-0.259, 2.308, -0.777)  0.121
H (-9.857, -2.408, -2.930)  0.077
H (3.230, 6.302, 6.100)  0.092
H (-2.756, 1.821, 0.839)  0.068
H (-1.165, 1.979, -8.542)  0.118
H (3.449, 7.273, -5.342)  0.122
H (-3.439, 1.262, -7.184)  0.108
H (3.502, -6.017, 6.648)  0.085
H (-0.018, 0.063, -8.243)  0.119
H (3.337, -6.969, 5.224)  0.095
H (-4.410, -0.576, 7.244)  0.116
H (1.196, 7.317, -5.703)  0.085
H (-2.979, 0.259, 1.151)  0.061
H (2.672, 6.173, -2.711)  0.078
H (-4.180, 8.402, -0.700)  0.071
H (0.286, -4.642, 4.555)  0.105
H (1.854, 7.614, -3.156)  0.074
H (-4.087, 6.690, 2.515)  0.083
H (-4.783, 6.867, 0.872)  0.084
H (-1.822, 0.844, -6.550)  0.100
H (6.915, -1.397, -6.963)  0.077
H (-5.828, -3.078, -1.966)  0.077
H (-2.298, -6.773, -3.042)  0.079
H (-4.993, 2.320, 8.087)  0.101
H (-0.620, -6.823, -0.249)  0.083
H (2.087, 2.536, 7.292)  0.106
H (1.221, -7.062, 7.109)  0.110
H (-1.627, -8.055, 0.489)  0.090
H (0.981, 2.292, 5.853)  0.107
H (6.232, -4.875, -7.469)  0.081
H (-1.642, 0.999, 2.099)  0.068
H (-2.182, -1.533, -9.670)  0.094
H (3.976, 5.281, -5.676)  0.082
H (-6.550, -1.606, -2.775)  0.072
H (-5.382, 7.868, 2.200)  0.088
H (-7.780, -3.382, -3.804)  0.127
H (4.835, 4.014, 5.074)  0.102
H (3.463, 1.838, 5.297)  0.118
H (-4.546, 1.903, 6.453)  0.098
H (-9.275, -2.778, -1.195)  0.079
H (0.669, 1.308, 0.498)  0.107
H (-2.989, 9.641, -0.406)  0.075
H (-0.342, -5.049, 6.822)  0.113
H (3.408, -3.055, -6.913)  0.066
H (-0.541, -6.506, -2.709)  0.084
H (2.740, 3.221, 4.393)  0.110
H (-1.044, -2.354, -8.677)  0.109
H (8.591, 0.254, 2.519)  0.085
H (-6.991, -1.182, 7.141)  0.103
H (4.081, -4.591, -7.269)  0.066
H (4.083, -3.284, -8.568)  0.080
H (-2.351, -6.644, -0.417)  0.087
H (0.939, 5.625, -5.057)  0.080
H (-5.987, 0.239, 9.525)  0.116
H (8.109, -0.085, 0.085)  0.082
H (0.102, -0.920, 0.959)  0.068
H (-2.427, 1.125, -9.596)  0.124
H (9.062, -1.525, 2.292)  0.078
H (0.790, -6.788, 5.464)  0.110
H (4.394, 4.038, 6.755)  0.098
H (-3.647, 0.303, 8.589)  0.123
H (-9.900, -3.967, -2.232)  0.075
H (-0.391, 0.095, -9.986)  0.118
H (9.635, -0.090, -0.986)  0.085
H (2.823, 5.637, 4.724)  0.080
H (-2.257, 7.277, 2.156)  0.063
H (2.465, 1.181, -0.471)  0.087
H (-3.406, 9.149, 2.127)  0.123
H (8.987, -1.563, -0.160)  0.091
H (-1.178, -7.726, -3.844)  0.083
H (3.586, 7.678, -2.981)  0.076
H (-5.442, -1.328, 9.064)  0.121
H (-2.474, -8.607, -1.710)  0.141
H (-1.754, 0.494, -1.017)  0.132
H (5.216, -1.097, -6.738)  0.080
H (10.511, 0.747, 1.184)  0.131
H (0.279, -8.616, -1.487)  0.096
H (-7.117, -2.015, -1.280)  0.067
H (-0.102, -1.187, -0.576)  0.058
H (-4.652, 9.901, 0.212)  0.079
H (0.762, -3.136, 5.308)  0.102
H (10.007, -0.728, 3.230)  0.080
H (1.047, -4.549, 7.557)  0.118
H (11.425, -1.320, -0.013)  0.081
H (2.165, -0.529, -0.737)  0.071
H (-7.931, -0.406, 8.366)  0.108
H (1.797, 5.801, -6.504)  0.073
H (5.915, -1.415, -8.363)  0.086



[2]
Below is C38H93InN6O8 as an isolated structure, with properties calculated with ωB97M-V/def2-TZVPD.

The total charge is +2.

Last column: Löwdin charge in e.
Positions of all 146 atoms, in Å:
In (15.712, 29.130, -2.644)  0.933
O (15.903, 31.027, -6.963)  -0.208
O (18.778, 17.717, -5.344)  -0.210
O (9.461, 26.113, -11.462)  -0.197
O (11.156, 29.981, -3.529)  -0.219
O (13.045, 18.666, -14.760)  0.039
O (20.023, 26.468, -7.696)  -0.098
O (7.893, 20.188, -3.639)  0.027
O (15.498, 25.655, -6.279)  -0.004
N (13.838, 19.014, -13.691)  -0.029
N (11.096, 28.455, -13.750)  0.024
N (18.532, 30.797, -6.111)  0.036
N (8.511, 18.934, -3.853)  -0.034
N (11.389, 27.351, -2.543)  0.010
N (20.708, 18.234, -3.486)  0.044
C (7.301, 18.726, -6.112)  -0.023
C (12.233, 20.633, -12.597)  -0.021
C (20.743, 19.073, -4.643)  -0.483
C (10.506, 27.016, -11.872)  -0.175
C (21.235, 24.421, -7.618)  -0.095
C (17.021, 31.364, -7.791)  -0.215
C (8.652, 18.631, -5.326)  -0.453
C (9.649, 19.588, -5.961)  -0.036
C (10.315, 16.765, -4.574)  -0.169
C (9.094, 26.791, -3.053)  -0.068
C (14.978, 24.586, -7.073)  -0.302
C (22.225, 19.401, -4.907)  -0.054
C (20.032, 18.349, -5.780)  -0.175
C (8.660, 18.437, -1.506)  -0.024
C (15.119, 19.727, -14.092)  -0.423
C (9.466, 18.518, -2.841)  -0.477
C (13.097, 19.352, -12.455)  -0.459
C (10.320, 26.195, -14.371)  -0.068
C (14.036, 23.585, -6.355)  -0.049
C (15.256, 20.368, -11.570)  -0.176
C (14.766, 30.805, -7.777)  -0.105
C (9.153, 17.162, -5.542)  -0.115
C (15.847, 18.886, -15.101)  -0.045
C (9.591, 25.640, -10.111)  -0.104
C (10.726, 19.409, -2.717)  -0.014
C (18.232, 31.813, -7.057)  -0.492
C (20.455, 25.395, -8.541)  -0.289
C (10.268, 27.746, -3.398)  -0.403
C (10.203, 27.353, -13.355)  -0.426
C (17.737, 18.678, -4.974)  -0.090
C (19.464, 31.922, -7.848)  -0.082
C (14.073, 19.455, -11.321)  -0.145
C (14.679, 21.057, -14.851)  -0.004
C (9.937, 17.064, -3.121)  -0.136
C (16.046, 20.112, -12.867)  -0.101
C (10.018, 29.255, -3.040)  -0.183
C (10.879, 31.369, -3.741)  -0.098
C (12.033, 18.177, -12.223)  -0.002
H (11.775, 20.653, -13.586)  0.092
H (18.033, 32.806, -6.653)  0.152
H (14.357, 31.758, -8.115)  0.095
H (20.584, 17.454, -6.064)  0.128
H (11.351, 20.785, -11.975)  0.090
H (15.024, 30.082, -8.551)  0.090
H (19.734, 17.968, -3.501)  0.053
H (15.525, 21.625, -15.238)  0.094
H (21.190, 25.808, -9.230)  0.111
H (10.684, 19.391, -5.681)  0.071
H (8.700, 26.986, -2.055)  0.077
H (17.307, 30.469, -8.343)  0.127
H (16.087, 17.896, -14.713)  0.096
H (14.457, 22.979, -5.553)  0.084
H (11.967, 27.954, -13.642)  0.055
H (22.780, 18.489, -5.125)  0.082
H (9.194, 27.731, -13.520)  0.134
H (11.016, 27.455, -1.610)  0.067
H (7.027, 19.963, -3.291)  0.120
H (14.000, 21.662, -14.250)  0.063
H (15.933, 20.188, -10.735)  0.116
H (10.184, 26.397, -15.434)  0.078
H (19.498, 30.924, -5.843)  0.070
H (10.104, 31.555, -4.485)  0.093
H (9.550, 17.032, -6.549)  0.118
H (19.747, 31.009, -8.371)  0.093
H (17.231, 19.092, -5.846)  0.075
H (11.408, 19.381, -3.567)  0.067
H (20.307, 32.241, -7.234)  0.093
H (11.303, 17.174, -4.785)  0.103
H (8.339, 16.442, -5.460)  0.120
H (13.517, 19.790, -10.445)  0.131
H (19.987, 19.039, -6.622)  0.119
H (9.155, 16.360, -2.835)  0.120
H (21.804, 23.664, -8.157)  0.068
H (11.252, 18.412, -11.500)  0.084
H (15.731, 23.903, -7.467)  0.118
H (20.572, 23.919, -6.914)  0.060
H (11.816, 31.743, -4.154)  0.079
H (18.724, 30.005, -6.708)  0.072
H (20.219, 20.013, -4.469)  0.122
H (12.569, 17.285, -11.901)  0.086
H (21.963, 24.936, -6.991)  0.073
H (10.509, 20.476, -2.664)  0.082
H (14.096, 20.825, -15.743)  0.084
H (9.081, 18.117, -0.553)  0.093
H (19.362, 32.666, -8.638)  0.089
H (14.999, 21.413, -11.744)  0.107
H (8.347, 19.456, -1.277)  0.078
H (19.165, 26.187, -7.370)  0.065
H (16.671, 32.086, -8.530)  0.133
H (10.589, 25.220, -9.984)  0.064
H (9.550, 26.461, -9.395)  0.084
H (7.105, 19.738, -6.467)  0.082
H (10.540, 27.621, -4.446)  0.133
H (9.630, 25.380, -14.152)  0.070
H (11.449, 17.994, -13.125)  0.079
H (13.922, 22.757, -7.055)  0.079
H (9.152, 29.614, -3.595)  0.119
H (18.159, 19.560, -4.491)  0.068
H (16.565, 21.034, -13.127)  0.120
H (8.292, 27.080, -3.733)  0.073
H (14.090, 30.345, -7.057)  0.083
H (7.812, 17.761, -1.614)  0.089
H (11.295, 25.726, -14.245)  0.067
H (22.626, 19.931, -4.043)  0.079
H (17.046, 18.231, -4.258)  0.088
H (9.006, 24.748, -9.889)  0.085
H (22.301, 20.134, -5.710)  0.069
H (10.791, 31.921, -2.805)  0.090
H (11.432, 26.444, -11.936)  0.114
H (9.805, 29.400, -1.981)  0.127
H (16.755, 19.292, -12.755)  0.117
H (10.806, 16.828, -2.507)  0.126
H (9.233, 25.712, -3.107)  0.073
H (11.065, 28.615, -14.747)  0.070
H (15.380, 18.817, -16.084)  0.092
H (11.282, 19.130, -1.822)  0.092
H (9.713, 19.619, -7.049)  0.090
H (6.512, 18.237, -5.540)  0.090
H (21.126, 17.328, -3.644)  0.084
H (14.346, 24.929, -7.893)  0.112
H (11.519, 26.357, -2.669)  0.060
H (10.603, 27.884, -11.220)  0.126
H (19.609, 24.878, -8.995)  0.104
H (13.067, 24.051, -6.178)  0.085
H (13.018, 17.707, -14.752)  0.133
H (10.449, 15.688, -4.678)  0.112
H (7.316, 18.172, -7.051)  0.086
H (9.289, 20.564, -5.636)  0.086
H (12.825, 21.547, -12.539)  0.068
H (16.821, 19.329, -15.306)  0.099
H (14.541, 18.487, -11.143)  0.129



no.,Kohn-Sham gap (eV)
1,8.494
2,1.428